(1)
Molecular formula: C17H26BCoN9O2S
Method: DFT, ωB97M-V/def2-TZVPD

Geometry as XYZ:
```
57
Properties=species:S:1:pos:R:3:forces:R:3:lowdin_spin:R:1
N -1.6162 -2.1959 2.4209 -0.1011 0.0671 -0.1099 -0.001
H 2.2864 3.4073 4.7240 -0.0225 -0.0153 -0.0033 0.000
C 1.7073 1.4099 4.2056 -0.0445 -0.0094 -0.0926 -0.001
H -2.9498 4.9212 1.8892 -0.0035 0.0026 -0.0142 0.000
Co -0.4742 0.5305 0.6614 0.1886 -0.2316 -0.3506 1.008
H 3.2103 0.1925 3.2199 -0.0180 0.0159 0.0036 0.000
C 3.1531 1.0624 3.8762 0.0816 -0.0233 0.0187 0.000
H 1.4857 -4.0154 -2.3462 -0.0373 -0.0910 -0.1190 0.000
H 0.0850 0.8414 6.6122 0.0076 -0.0043 -0.0183 0.000
C 1.6615 2.6108 5.1305 0.0322 0.0690 0.0780 0.000
H -4.0965 -3.1064 2.3574 0.0124 -0.0031 -0.0253 0.000
C -2.4167 4.2825 1.2002 -0.0226 -0.0053 -0.0228 0.000
H -3.0991 0.7323 -0.4667 -0.0138 0.0113 0.0049 0.001
C -2.2605 2.4470 2.9289 0.0050 -0.0042 0.0365 -0.001
H -2.4691 1.3782 2.8762 0.0007 0.0153 -0.0151 0.000
C -2.6303 -1.6820 1.6638 -0.0520 0.0383 0.1380 0.001
H 0.6490 2.9982 5.2391 0.0147 -0.0282 -0.0147 0.000
H 2.4803 -0.0828 -0.2739 -0.0332 -0.0288 -0.0197 0.001
H 2.4566 -1.3044 4.6451 -0.0392 0.0105 -0.0070 0.000
C 1.6863 -0.9324 5.3180 0.0371 -0.0810 0.0561 0.000
H -1.3492 2.5776 3.5155 -0.0114 0.0039 0.0036 0.000
H -0.8919 1.3495 5.2282 0.0133 -0.0171 -0.0281 0.000
H 3.5995 1.9078 3.3519 -0.0096 0.0006 0.0221 0.000
C -2.0181 3.0073 1.5669 -0.0122 -0.1473 -0.0710 0.000
C -1.0832 2.7314 -0.5575 -0.1528 0.0351 -0.0071 0.006
N 2.1687 -2.0241 -1.0931 -0.1493 0.0493 0.1170 0.001
N 1.0664 -2.7256 -0.9738 0.0468 -0.4045 -0.1187 -0.001
H 2.0418 2.3540 6.1222 0.0068 -0.0028 -0.0194 0.000
H -2.3869 5.6879 -0.4206 0.0274 -0.0174 0.0063 0.000
B 0.3498 0.6944 2.4628 -0.2003 -0.2831 0.2481 -0.034
N -1.4400 3.9546 -0.9645 0.0366 -0.0968 0.0903 -0.001
H -0.9125 -0.3357 5.7440 0.0082 0.0195 0.0198 0.000
N 0.9514 -4.0162 -1.4861 0.1068 0.2638 0.1743 0.000
N 0.6052 -1.0291 0.1008 -0.0485 0.0388 0.0205 -0.005
C 1.8421 -0.9399 -0.4019 0.1111 -0.0236 0.1081 0.003
H -0.0349 -4.1521 -1.6755 -0.0264 -0.0695 -0.0841 0.000
C 0.8696 0.1836 4.6913 0.0621 0.0074 -0.0593 -0.002
C -2.0947 4.6980 -0.0810 -0.0103 0.0652 -0.0987 0.001
H 3.7383 0.8626 4.7762 -0.0135 -0.0111 -0.0219 0.000
N -1.3704 2.2463 0.6844 0.2779 0.3916 0.1634 -0.008
C -4.9197 -1.7141 0.9531 -0.1374 0.0415 -0.0785 -0.001
H -1.8957 -2.8031 3.1712 -0.0302 -0.0506 0.0123 0.000
C -4.6524 -0.6039 0.1481 -0.0150 -0.0741 0.0476 0.001
C -3.9167 -2.2575 1.7100 0.1003 -0.0008 -0.0067 0.001
N 0.1161 -2.1950 -0.2799 0.0897 0.3094 0.0974 -0.001
H -5.4098 -0.1422 -0.4689 -0.0009 -0.0247 0.0241 0.000
O 0.2879 -0.3018 3.4638 0.2348 0.1851 -0.1513 -0.008
S -0.2465 1.5868 -1.5441 -0.3024 0.0429 0.1670 0.015
H -3.0767 2.9631 3.4328 -0.0040 0.0076 -0.0355 0.000
C -0.2769 0.5438 5.6265 -0.0739 0.0250 0.0311 0.000
O 1.0809 1.7678 2.9551 -0.0869 -0.0064 0.0380 -0.001
H 2.1639 -0.5959 6.2417 -0.0082 0.0174 -0.0322 0.000
H -0.8828 -1.5436 2.6739 0.1574 -0.0136 0.0319 0.000
N -2.3625 -0.6248 0.8875 -0.2529 0.0863 -0.0335 0.023
H 1.0249 -1.7641 5.5682 0.0084 0.0181 0.0001 0.000
C -3.3715 -0.1105 0.1576 0.2589 -0.0783 -0.0959 0.003
H -5.9141 -2.1424 0.9870 0.0075 0.0086 -0.0045 0.000
```
Positions in Å, forces in eV/Å.

Calculated values
<S²>	0.768
frontier orbital gap (alpha / beta)	7.66 / 7.86	eV
HOMO energy (alpha / beta)	-7.07 / -7.27	eV
spin multiplicity	2
calculated total energy	-3112.56772	Eh
maximum force	0.51	eV/Å



(2)
Molecular formula: C17H26ClN6O3Ti
Method: DFT, ωB97M-V/def2-TZVPD

Geometry as XYZ:
```
54
Properties=species:S:1:pos:R:3:forces:R:3:lowdin_spin:R:1
H -1.8689 -1.0240 -5.9855 -0.0017 -0.0020 -0.0067 0.000
C -0.2723 -1.9719 -2.5223 0.0125 -0.1520 0.0213 0.002
N 0.2021 4.4420 -0.9662 -0.0794 0.2021 0.0741 0.013
Ti 0.5658 -0.1755 -0.5728 -0.6618 0.2528 -0.7393 1.679
C 1.8516 -0.1172 2.5335 0.0061 0.0824 0.0559 0.005
H 5.9842 -0.7016 0.7614 0.0020 -0.0049 0.0049 0.000
Cl 1.8023 -0.2620 -2.9128 0.1590 -0.0907 -0.1631 0.017
C -3.8063 -1.0922 0.8373 -0.0581 0.0412 -0.0425 0.001
H -2.8003 -2.1766 3.4030 -0.0179 0.0019 0.0040 0.001
O 0.6202 0.2691 1.9586 0.0421 -0.1594 -0.1155 0.015
H -2.0017 -3.2129 -2.3041 0.0049 -0.0158 -0.0109 0.000
N -1.0207 6.3543 -1.0132 -0.0161 -0.0106 0.0141 0.004
O 2.3662 -0.3452 0.2320 1.4119 -0.1158 0.5989 0.020
C 0.3039 -1.0584 -3.4142 -0.0188 0.0481 -0.0096 0.005
C -0.9830 5.0155 -0.9899 0.0547 0.0569 -0.0706 0.008
H -0.9065 0.4953 3.3272 0.0236 -0.0334 0.0133 0.000
H -3.0162 4.8192 -1.1681 -0.0057 -0.0043 0.0008 0.000
H -3.0144 -2.6101 -4.4577 -0.0063 -0.0054 0.0005 0.000
H -4.7802 -0.6812 1.0980 -0.0010 -0.0081 -0.0073 0.000
H -3.4842 -0.6985 -0.1211 -0.0169 -0.0099 0.0154 0.000
H -2.1316 3.3498 -1.1450 -0.0009 0.0008 0.0253 0.000
H 4.0241 -0.4580 3.7446 0.0003 -0.0120 0.0044 0.000
C -3.1469 -1.1560 3.2214 -0.0420 0.0648 0.0503 0.002
H -4.2259 -1.1319 3.3523 0.0081 0.0073 0.0145 0.000
H 4.4151 -2.0876 3.1472 0.0104 -0.0020 0.0076 0.001
H 4.6292 -0.5469 -0.3755 0.0060 -0.0071 0.0140 0.000
H -2.7106 -0.4873 3.9598 0.0073 -0.0114 0.0181 0.000
C -1.5938 -0.4124 1.4970 0.0244 0.1392 -0.1005 0.027
O -1.2624 -0.2591 0.3160 -0.8754 -0.0250 0.5215 0.011
H 1.3484 -2.6983 -1.3543 -0.0040 0.0319 -0.0007 0.006
C 4.5513 -1.0170 2.9754 0.0384 0.1104 0.0637 0.003
N 4.1013 -0.6364 1.6453 -0.1520 -0.2452 -0.0560 0.026
C -1.4348 -1.2753 -5.0279 0.0272 0.0379 -0.0176 -0.002
C -1.5067 -2.4986 -2.9514 -0.0456 0.0977 0.0102 -0.001
H -3.8842 -2.1791 0.7648 -0.0037 0.0041 0.0001 0.001
H -1.8792 6.8721 -1.0290 0.0007 -0.0021 0.0042 0.000
H -0.1475 6.8499 -0.9789 0.0058 -0.0029 -0.0125 0.000
N 0.3756 1.9892 -0.8424 -0.0083 0.1827 0.1382 0.023
C 0.2585 3.1421 -0.8959 0.0621 -0.2738 -0.0784 0.039
C 0.3365 -2.3000 -1.2235 0.1175 -0.2189 -0.0622 0.014
N -2.8417 -0.7199 1.8663 0.1354 -0.2061 -0.0817 0.019
C -0.2304 -0.7131 -4.6432 -0.0629 0.0009 -0.0129 0.001
H 0.2906 -0.0105 -5.2791 0.0018 0.0019 -0.0006 0.000
C 4.9695 -1.0240 0.5376 0.0497 0.0538 -0.0355 0.002
C 2.8144 -0.3920 1.3850 -0.1100 0.1912 -0.0830 0.037
H 1.7342 -1.0148 3.1491 0.0316 -0.0148 -0.0368 0.001
H -0.3578 -1.1747 3.0857 -0.0202 -0.0048 -0.0328 0.002
C -2.0729 -2.1625 -4.1656 -0.0093 -0.0004 0.0272 0.001
N -2.1527 4.3426 -0.9765 0.0123 -0.0166 -0.0317 0.003
H 4.9583 -2.1070 0.3964 -0.0026 0.0014 0.0045 0.001
H 2.2381 0.6863 3.1680 -0.0004 -0.0382 0.0134 0.002
C -0.5444 -0.2196 2.5816 -0.0395 0.0788 0.0878 0.005
H -0.2726 -3.0348 -0.6941 0.0042 0.0012 -0.0053 0.006
H 5.6096 -0.7834 3.0656 0.0005 0.0024 0.0057 0.000
```
Positions in Å, forces in eV/Å.

Calculated values
<S²>	2.007
ΔE to the lowest compared entry with this formula, charge and spin	0.0	kcal/mol
net charge	+1
frontier orbital gap (alpha / beta)	5.83 / 7.00	eV
HOMO energy (alpha / beta)	-7.87 / -9.05	eV
spin multiplicity	3
calculated total energy	-2527.15774	Eh
maximum force	1.54	eV/Å